(1)
A structure of composition C25H47ClIMgNO3Si2 in a non-equilibrium geometry, computed with ωB97M-V/def2-TZVPD.

Computed properties:
Lowest unoccupied orbital energy = -0.25 eV
Charge = 0
2S+1 = 1
Highest occupied orbital energy = -6.64 eV
HOMO-LUMO gap = 0.235 Eh

Each line ends with the Löwdin charge.
Positions of all 81 atoms, in Å:
I -3.387 0.606 -1.234  0.9347
Cl -0.494 5.331 0.212  0.6878
Si 2.691 -3.646 0.329  0.3895
Si -2.026 -2.231 2.658  0.3870
Mg 0.766 -1.446 1.227  0.6146
O -0.653 -0.505 0.080  -0.2056
O 1.862 -1.910 -3.643  -0.2154
O 3.988 -2.273 -2.231  -0.1513
N 1.564 0.700 1.102  0.0466
C -3.717 -2.034 1.819  -0.2007
C 4.249 -3.380 -3.196  -0.1480
C 1.853 3.475 1.038  -0.0308
C -0.612 0.790 0.055  -0.4170
C 5.196 -0.146 -2.253  -0.0520
C 1.844 -5.038 -0.573  -0.1605
C -2.231 -3.341 4.192  -0.1948
C -1.663 2.972 -0.345  -0.1651
C 2.711 1.289 1.538  -0.0993
C 0.656 -2.675 -3.643  -0.2474
C 4.854 -2.811 -4.443  -0.0522
C -0.515 3.622 0.118  -0.6422
C 4.519 -3.999 0.411  -0.1828
C 2.268 -3.824 2.148  -0.2094
C 1.769 -0.474 -3.540  -0.2359
C 2.865 2.689 1.506  -0.0657
C -1.502 -0.518 3.279  -0.1895
C 5.231 -1.557 -1.775  -0.1443
C -0.650 -1.911 -3.512  -0.0766
C -0.821 -2.998 1.493  -0.3259
C 2.441 0.144 -4.765  -0.0561
C 2.142 -2.007 -0.383  -0.2648
C 0.587 1.466 0.546  -0.1325
C 0.650 2.903 0.551  -0.1610
C -1.720 1.566 -0.390  -0.6204
H 3.471 -0.201 -4.868  0.0432
H -0.602 -4.063 1.696  -0.0138
H 3.132 -2.176 -1.719  0.0215
H -1.450 -2.653 -3.592  0.0898
H -0.424 -0.367 3.471  0.0193
H -1.186 -2.942 0.454  -0.0098
H 5.284 -1.664 -0.689  0.1110
H 3.812 3.109 1.899  0.1155
H 2.483 1.211 -4.675  0.0698
H 5.093 -3.189 0.863  0.0296
H -3.255 -3.378 4.600  0.0221
H 4.991 -4.217 -0.550  0.0116
H -3.696 -1.201 1.094  -0.0554
H 1.950 -4.971 -1.653  0.0054
H 1.960 4.568 1.034  0.0983
H 0.732 -0.118 -3.481  0.1066
H 3.484 0.638 1.937  0.1101
H 1.860 -0.137 -5.658  0.0904
H 5.807 -2.308 -4.286  0.0789
H 0.777 -5.064 -0.333  0.0377
H 2.206 -4.906 2.350  0.0482
H 4.158 -2.130 -4.934  0.0686
H 3.088 -3.405 2.736  0.0308
H -1.953 -4.361 3.883  0.0178
H 0.787 -3.416 -2.840  0.0990
H -4.508 -1.818 2.556  0.0217
H 3.291 -3.849 -3.377  0.1172
H 0.684 -3.211 -4.608  0.1204
H -2.029 -0.363 4.234  0.0304
H 6.077 -2.093 -2.231  0.1289
H 4.661 -4.892 1.036  0.0464
H 6.112 0.330 -1.919  0.0887
H 1.150 -1.928 -0.860  0.0116
H -3.990 -2.947 1.262  0.0312
H 4.927 -4.093 -2.710  0.1223
H -0.804 -1.179 -4.318  0.0860
H -1.824 0.291 2.606  0.0266
H 1.319 -3.379 2.491  -0.0240
H 2.319 -0.224 -2.642  0.0868
H 5.191 -0.092 -3.343  0.0762
H -2.505 3.549 -0.677  0.0854
H 2.293 -5.996 -0.262  0.0421
H 4.389 0.459 -1.851  0.0821
H 2.471 -1.006 -0.025  -0.0061
H -1.549 -3.023 4.996  0.0191
H -0.670 -1.418 -2.546  0.0540
H 5.053 -3.643 -5.117  0.0938



(2)
The molecule C6H10N2O2S in a non-equilibrium geometry, computed with ωB97M-V/def2-TZVPD.

Computed properties:
Lowest unoccupied orbital energy = 0.11 eV
Charge = 0
2S+1 = 1
Highest occupied orbital energy = -8.77 eV
SMILES = N[C@]1(S(N)(=O)=O)C=CC=CC1
HOMO-LUMO gap = 0.326 Eh

Each line ends with the Löwdin charge.
Positions of all 21 atoms, in Å:
S 1.601 0.160 -0.301  0.6973
O 2.832 -0.370 0.288  -0.3432
O 1.706 1.551 -0.618  -0.3066
N 1.378 -0.640 -1.897  -0.1121
N 0.450 -1.618 1.374  0.1072
C 0.073 0.832 1.625  -0.0795
C -0.877 -0.515 -0.361  -0.1487
C -1.220 1.939 -0.003  -0.1180
C -0.482 1.970 1.205  -0.0824
C -1.345 0.884 -0.788  -0.0524
C 0.109 -0.364 0.768  -0.5442
H 1.966 -0.134 -2.603  0.0867
H -1.716 2.924 -0.230  0.1303
H 0.486 0.772 2.631  0.1242
H 0.981 -2.213 0.853  0.0465
H 0.875 -1.245 2.247  0.1069
H -1.650 -1.238 0.013  0.1456
H -1.957 0.998 -1.658  0.1016
H 1.750 -1.614 -1.814  0.0770
H -0.191 -0.943 -1.080  0.0409
H -0.366 2.841 1.846  0.1230



(3)
A structure of composition C25H35N5O5Pd in a non-equilibrium geometry, computed with ωB97M-V/def2-TZVPD.

Computed properties:
Lowest unoccupied orbital energy = 4.55 eV
Charge = -2
2S+1 = 1
Highest occupied orbital energy = -0.72 eV
HOMO-LUMO gap = 0.194 Eh

Each line ends with the Löwdin charge.
Positions of all 71 atoms, in Å:
Pd -0.719 -0.615 -0.563  0.2723
O -3.121 -2.090 0.969  -0.0957
O 2.461 1.813 -2.775  -0.0438
O -3.412 -2.708 3.124  -0.1055
O 1.897 -1.342 0.267  -0.2178
O 0.978 0.150 -2.448  -0.0793
N -0.514 -0.622 -4.416  0.1064
N -3.119 0.625 -0.168  0.0474
N -1.211 1.888 -0.123  0.0462
N -0.682 -0.858 1.890  -0.0110
N -3.333 2.959 -0.133  -0.0563
C -5.071 1.585 0.896  -0.1710
C -4.751 2.869 0.152  -0.1900
C -2.792 4.278 -0.391  -0.1926
C -2.953 -3.378 -4.336  -0.2378
C -3.985 -3.971 -3.406  -0.0599
C -1.218 -2.111 2.446  -0.1978
C 1.194 2.499 -6.654  -0.1302
C -4.527 0.415 0.095  -0.1995
C -1.839 -3.404 -6.476  -0.1178
C -2.355 -1.650 -2.578  -0.0504
C 2.751 -0.220 0.365  -0.2044
C 0.059 0.380 -5.178  -0.1724
C -0.363 0.666 -6.490  -0.0554
C -1.391 4.182 -0.969  -0.1786
C -0.587 3.192 -0.140  -0.2423
C -1.072 -2.314 -6.093  -0.0538
C 1.593 2.239 -5.346  -0.0528
C -2.784 -3.928 -5.608  -0.0934
C -2.185 -2.281 -3.934  -0.1446
C 1.549 1.048 -3.137  -0.6134
C -2.721 -2.355 2.133  -0.7084
C -2.503 1.842 -0.129  -0.3908
C 0.200 1.706 -7.213  -0.1307
C -1.254 -1.723 -4.838  -0.1857
C 1.051 1.208 -4.590  -0.0548
H -4.582 1.602 1.875  0.1203
H -4.626 -0.533 0.623  0.0988
H -5.038 3.744 0.747  0.1088
H -0.930 5.173 -0.980  0.1024
H 1.641 3.308 -7.220  0.0775
H -0.180 -0.560 -3.443  0.0843
H -1.159 0.080 -6.930  0.0911
H 3.690 -0.550 0.823  0.0584
H 2.962 0.232 -0.607  0.0541
H -1.436 3.813 -1.997  0.1182
H 0.419 3.080 -0.548  0.1037
H -0.638 -2.929 2.015  0.1048
H -1.137 -2.164 3.533  0.0839
H -4.725 -3.225 -3.105  0.0800
H -6.149 1.495 1.048  0.1052
H -0.305 -1.931 -6.752  0.0990
H -3.532 -4.348 -2.486  0.0869
H -0.480 3.591 0.882  0.1038
H -4.509 -4.794 -3.896  0.0616
H 2.350 2.840 -4.858  0.1012
H -3.393 -4.774 -5.909  0.0880
H -5.097 0.333 -0.843  0.1098
H -2.440 -0.177 -0.014  0.0475
H -3.049 -2.184 -1.937  0.0608
H 0.306 -0.754 2.065  0.0485
H -1.685 -3.851 -7.452  0.0858
H -1.177 -0.071 2.288  0.0693
H -1.386 -1.637 -2.004  0.0404
H 2.321 0.568 1.003  0.0654
H 1.035 -1.025 -0.212  -0.0019
H -2.685 -0.616 -2.676  0.0867
H -2.775 4.872 0.534  0.1117
H -3.458 4.799 -1.088  0.1102
H -5.342 2.908 -0.775  0.1154
H -0.152 1.902 -8.221  0.0840



(4)
The molecule C2H4O2 in a non-equilibrium geometry, computed with ωB97M-V/def2-TZVPD.

Computed properties:
Lowest unoccupied orbital energy = 1.03 eV
Charge = 0
2S+1 = 1
Highest occupied orbital energy = -9.78 eV
SMILES = CC1OO1
HOMO-LUMO gap = 0.397 Eh

Each line ends with the Löwdin charge.
Positions of all 8 atoms, in Å:
O -0.245 0.842 -1.653  -0.0456
O 0.893 0.003 -1.451  -0.0634
C 0.019 0.082 0.862  -0.0247
C -0.078 -0.340 -0.562  -0.2643
H 1.040 0.388 1.077  0.0904
H -0.640 0.926 1.056  0.0913
H -0.262 -0.738 1.515  0.0795
H -0.727 -1.163 -0.844  0.1368



(5)
A structure of composition C2O2S in a non-equilibrium geometry, computed with ωB97M-V/def2-TZVPD.

Computed properties:
Lowest unoccupied orbital energy = -1.93 eV
Charge = 0
2S+1 = 1
Highest occupied orbital energy = -9.99 eV
HOMO-LUMO gap = 0.296 Eh

Each line ends with the Löwdin charge.
Positions of all 5 atoms, in Å:
S 1.380 0.889 0.299  0.8561
O 0.183 -1.622 -0.964  0.2566
O -1.192 0.912 0.792  0.0852
C -0.239 0.489 0.272  -1.0544
C -0.133 -0.668 -0.398  -0.1435



(6)
A structure of composition C48H62BF5N8OS5V, computed with ωB97M-V/def2-TZVPD.

Computed properties:
Lowest unoccupied orbital energy (alpha / beta) = 0.12 / 0.11 eV
Charge = 0
2S+1 = 4
Highest occupied orbital energy (alpha / beta) = -6.10 / -5.68 eV
HOMO-LUMO gap (alpha / beta) = 0.229 / 0.213 Eh

Each line ends with the Löwdin charge.
Positions of all 131 atoms, in Å:
V 0.472 0.835 1.081  -0.1159
S 2.440 2.123 1.928  0.9718
S 1.643 1.325 -1.446  0.7198
S 1.229 -1.600 0.818  0.7191
S -0.862 2.814 0.325  0.7116
S -0.637 0.414 3.281  0.7374
F 1.602 1.908 4.994  0.0783
F 0.419 6.656 2.652  0.1307
F 0.329 3.789 6.374  0.1312
F -0.298 6.170 5.230  0.1345
F 1.722 4.781 1.242  0.0731
O 5.296 -1.344 0.426  0.1024
N -0.891 -1.178 -0.762  0.0014
N 3.735 -0.042 -0.558  0.0914
N -2.442 -2.323 1.113  0.1863
N -2.492 0.704 -0.051  0.0159
N 4.097 2.207 -0.972  0.0254
N -1.624 -1.235 -1.864  0.1935
N -1.844 -1.196 1.529  -0.0057
N -3.693 0.121 -0.237  0.1825
C -3.356 2.812 -0.760  -0.2491
C -1.556 -2.719 -5.262  -0.0640
C 4.427 3.998 -2.642  -0.2310
C 4.559 1.452 3.663  -0.4682
C -2.290 2.033 -0.180  -0.5685
C 1.852 -3.643 -1.424  -0.0587
C 3.324 0.899 2.940  -0.3879
C 3.259 1.174 -1.011  -0.8149
C 5.836 0.244 -2.666  -0.0344
C -7.090 0.912 0.004  -0.0443
C 1.704 3.276 3.055  -0.3336
C 1.384 4.513 2.507  -0.2523
C -1.249 -2.009 -2.855  -0.2061
C -6.045 0.134 -0.808  -0.5472
C 5.757 1.453 2.718  -0.0760
C -2.706 -5.664 2.110  -0.0448
C 4.839 0.648 4.928  -0.0661
C 7.363 0.287 -0.800  -0.0188
C 8.104 0.967 -2.983  -0.0749
C -2.159 -1.965 -4.078  -0.5434
C 5.043 -0.491 -0.393  -0.4208
C 0.350 5.241 4.528  -0.1290
C -3.277 -4.583 -0.062  -0.0553
C 3.790 3.589 -1.320  -0.2060
C -3.501 -2.602 -3.696  -0.0418
C -3.153 4.265 -1.050  -0.0775
C 8.364 0.762 -1.634  -0.0658
C 0.631 -2.797 -1.593  -0.2456
C -2.393 -0.503 -4.477  -0.0435
C -2.873 -3.185 1.982  -0.2114
C -2.789 -2.916 3.370  0.0507
C 1.331 3.060 4.374  -0.2219
C 0.253 -1.878 -0.590  -0.5793
C 6.094 0.045 -1.313  -0.1709
C -2.017 -1.484 5.263  -0.0720
C -4.940 -4.570 1.806  -0.0355
C -4.532 2.191 -1.002  0.0457
C -2.171 -1.792 3.809  -0.2437
C 6.843 0.698 -3.501  -0.0683
C -1.610 -0.912 2.823  -0.5899
C 3.751 3.355 -3.847  -0.1039
C -3.449 -4.492 1.454  -0.5442
C -4.695 0.822 -0.667  -0.2201
C -5.979 -1.296 -0.282  -0.0646
C -6.449 0.121 -2.288  -0.0353
C 0.713 5.486 3.218  -0.1368
C 0.667 4.027 5.107  -0.1335
C -0.129 -2.840 -2.734  0.0520
B -1.324 -0.237 0.396  -0.7172
H 2.705 3.680 -1.356  0.0839
H -4.030 4.682 -1.542  0.0784
H -5.493 -3.756 1.336  0.0719
H 2.702 3.646 -3.905  0.0752
H 4.352 2.490 3.945  0.1261
H 5.491 3.738 -2.623  0.1027
H -2.480 -2.259 5.872  0.0783
H -2.877 -5.707 3.187  0.0765
H -3.738 -5.506 -0.423  0.0871
H -5.100 -4.515 2.885  0.0808
H 4.379 5.087 -2.718  0.1092
H 6.644 1.869 3.199  0.0824
H -5.621 -1.314 0.748  0.0795
H 3.778 2.266 -3.781  0.0505
H 4.848 0.035 -3.060  0.1202
H -2.807 0.062 -3.642  0.0697
H -5.698 -0.395 -2.890  0.0736
H -5.295 -1.906 -0.871  0.0624
H 2.625 0.381 3.592  0.0762
H -2.467 -0.519 5.500  0.0825
H -5.359 2.744 -1.433  0.1199
H -6.816 0.939 1.061  0.0929
H 2.752 -3.023 -1.430  0.0768
H 5.014 -0.403 4.683  0.0901
H 0.148 -3.509 -3.537  0.1126
H -3.941 -2.065 -2.854  0.0561
H 6.645 0.845 -4.555  0.1084
H 5.728 1.022 5.439  0.0799
H -0.960 -1.399 5.520  0.0752
H -7.198 1.941 -0.345  0.0763
H 4.150 4.214 -0.500  0.1212
H 1.924 -4.380 -2.224  0.0800
H -6.974 -1.745 -0.323  0.0889
H -3.090 -0.455 -5.317  0.0846
H -8.064 0.427 -0.084  0.0858
H -5.358 -5.516 1.454  0.0874
H -0.573 -2.325 -5.531  0.0894
H 3.008 -0.663 -0.172  0.0134
H 5.545 2.056 1.829  0.0654
H -4.194 -2.562 -4.541  0.0875
H -2.961 4.813 -0.126  0.0776
H -3.738 -3.735 -0.567  0.0611
H 1.840 -4.149 -0.459  0.0756
H 7.549 0.098 0.249  0.1168
H -1.457 -3.787 -5.059  0.0819
H -3.373 -3.647 -3.404  0.0859
H 3.620 0.182 2.167  0.0658
H -2.208 -2.610 -6.130  0.0859
H -2.220 -4.590 -0.339  0.0835
H 5.048 2.028 -0.684  0.1282
H -7.401 -0.399 -2.411  0.0882
H -1.457 -0.026 -4.779  0.0891
H -3.193 -3.624 4.084  0.1203
H 8.888 1.332 -3.634  0.1050
H 5.988 0.435 2.391  0.0737
H -1.630 -5.587 1.938  0.0923
H -2.274 4.410 -1.679  0.0771
H 3.997 0.698 5.619  0.0748
H 4.241 3.649 -4.776  0.0707
H -3.053 -6.607 1.682  0.0858
H -6.568 1.132 -2.685  0.0804
H 9.349 0.964 -1.234  0.1063



Energy relative to the best compared isomer or geometry (same formula, charge and spin) in kcal per mole, matching the order above: 92.4 97.4 27.4 107.3 60.7 1.6
M in g/mol, matching the order above: 652.5 174.2 592.0 60.1 88.1 1084.2